(1)
Below is a structure of composition C22H19F6GaN5O7S4, with properties calculated with wB97M-V/def2-TZVPD.

```
! wB97M-V def2-TZVPD RIJCOSX def2/J DEFGRID3
* xyz -1 1
Ga -0.640 -1.503 0.457
N -2.440 -2.307 4.396
C -1.988 -1.892 3.177
S -1.000 -2.990 2.292
N -2.403 -0.703 2.812
N -1.959 -0.317 1.592
C -2.167 0.894 1.222
C -2.810 1.909 2.088
C -4.074 2.406 1.799
C -4.642 3.375 2.615
C -3.942 3.853 3.712
C -2.673 3.360 3.994
C -2.104 2.387 3.189
C -1.629 1.273 -0.101
C -1.705 2.547 -0.632
C -1.078 2.786 -1.848
C -0.408 1.762 -2.491
C -0.390 0.509 -1.896
N -0.996 0.287 -0.735
H -1.892 -3.018 4.848
H -2.793 -1.568 4.985
H -4.617 2.029 0.940
H -5.631 3.754 2.391
H -4.381 4.613 4.346
H -2.123 3.737 4.847
H -1.114 1.998 3.390
H -2.208 3.334 -0.089
H -1.095 3.779 -2.278
H 0.136 1.921 -3.411
H 0.147 -0.324 -2.330
F 4.333 -1.667 -4.136
C 4.419 -2.244 -2.936
F 3.871 -3.465 -3.016
F 5.712 -2.391 -2.636
S 3.541 -1.250 -1.659
O 2.184 -1.223 -2.120
O 3.844 -1.924 -0.433
N 4.307 0.119 -1.724
S 3.991 1.340 -2.673
O 5.218 1.939 -3.106
O 2.927 1.171 -3.622
C 3.292 2.535 -1.460
F 4.181 2.874 -0.522
F 2.222 2.022 -0.854
F 2.916 3.652 -2.102
C 3.113 0.291 1.923
S 1.358 0.206 2.026
O 0.997 -0.335 3.315
O 0.805 1.507 1.723
O 1.055 -0.780 0.908
H 3.448 0.980 2.695
H 3.407 0.640 0.937
H 3.498 -0.711 2.090
C -1.000 -4.488 -3.248
C 0.133 -4.493 -2.446
C 0.229 -3.616 -1.373
C -0.796 -2.712 -1.087
C -1.921 -2.717 -1.909
C -2.031 -3.599 -2.977
H -1.076 -5.169 -4.087
H 0.952 -5.167 -2.663
H 1.134 -3.621 -0.776
H -2.730 -2.015 -1.727
H -2.916 -3.585 -3.602
*
```

The calculation puts the molar mass at 777.40 u. The HOMO-LUMO gap comes out at 7.7 eV. The value obtained for the total energy is -156932.3348 eV. Its lowest unoccupied orbital energy is 1.635 eV. As for the largest force on an atom: 0.0041 Eh/bohr. The relative energy (zero: lowest compared OMol25 entry of this formula, charge and spin) comes out at 0.000 eV.

These are the natural (NBO) partial charges, in e, on atoms 1 to 5: atom 1 (Ga): 1.607, atom 2 (N): -0.791, atom 3 (C): 0.312, atom 4 (S): -0.257, atom 5 (N): -0.440



(2)
Below is an isolated molecule of C6H4N2O2, with properties calculated with wB97M-V/def2-TZVPD.

```
! wB97M-V def2-TZVPD RIJCOSX def2/J DEFGRID3
* xyz 0 1
C -0.430 0.668 1.081
C 0.852 -0.219 0.457
C -1.145 -0.706 0.938
C -0.147 -1.401 0.402
C -0.892 1.578 0.099
C 1.132 -1.801 -2.276
N -0.593 2.152 -0.874
N 1.216 -0.823 -1.671
O -0.599 2.897 -1.792
O 1.345 0.129 -0.812
H -0.299 1.206 1.954
H 1.676 -0.431 1.227
H -2.005 -0.963 1.407
H -0.112 -2.285 -0.140
*
```

The calculation puts the molar mass at 136.11 u. The HOMO-LUMO gap comes out at 10.1 eV. The value obtained for the total energy is -13352.7101 eV. Its lowest unoccupied orbital energy is 0.430 eV. As for the largest force on an atom: 0.0848 Eh/bohr. The relative energy (zero: lowest compared OMol25 entry of this formula, charge and spin) comes out at 9.117 eV.

These are the natural (NBO) partial charges, in e, on atoms 1 to 5: atom 1 (C): -0.316, atom 2 (C): 0.085, atom 3 (C): -0.119, atom 4 (C): -0.207, atom 5 (C): 0.129



- Which value of largest force on an atom does entry 2 give?
  0.0848 Eh/bohr